Density functional theory data (wB97M-V/def2-TZVPD) for a structure of composition C21H30Ge2INS4SbW in a non-equilibrium geometry.

Last column: Löwdin charge in e.
Positions of all 61 atoms, in Å:
W 0.918659 1.241560 -0.595138  0.390
S 4.735122 -0.479526 2.678099  -0.085
Sb 3.602854 0.173389 0.920037  0.395
S -0.386293 -0.362105 0.888552  0.277
S 0.919096 -0.164761 -2.189170  0.201
S 2.039209 1.943095 1.441888  -0.136
C 2.282507 -3.995076 -1.363215  -0.156
C 2.489297 -2.730532 -0.524613  -0.425
Ge 0.821954 -2.372173 0.456820  0.662
C 0.947980 -2.929760 2.330296  -0.369
C 1.228151 -4.431229 2.452482  -0.155
C -0.696181 -3.332697 -0.262132  -0.235
C -1.894163 -2.868741 -0.605402  -0.322
Ge -2.252570 -0.951433 -0.454619  0.781
C -3.711928 -0.513330 0.788766  -0.355
C -4.905287 -1.470274 0.825884  -0.152
C -2.495643 0.246725 -1.998540  -0.373
C -3.807001 0.051345 -2.765504  -0.154
C -3.009677 -3.792001 -0.954982  -0.252
C -4.041857 -3.383584 -1.791732  -0.062
C -5.073277 -4.244748 -2.136390  -0.061
C -5.095043 -5.533273 -1.629206  -0.069
C -4.083891 -5.950223 -0.772010  -0.062
C -3.053975 -5.089224 -0.436802  -0.034
H 3.201906 -4.236021 -1.897126  0.083
H 1.491733 -3.859203 -2.101765  0.071
H 2.027182 -4.858591 -0.746699  0.070
H 2.802290 -1.900758 -1.152002  -0.019
H 3.246336 -2.881729 0.248382  0.050
H 0.004518 -2.664164 2.808691  0.060
H 1.738689 -2.360920 2.826432  0.053
H 0.475425 -5.029751 1.935567  0.060
H 1.226513 -4.740617 3.497655  0.076
H 2.205111 -4.693798 2.041402  0.069
H -0.536071 -4.408454 -0.326000  0.068
H -4.044011 0.494928 0.520979  0.061
H -3.267123 -0.438012 1.783684  0.052
H -5.442159 -1.492136 -0.122749  0.061
H -5.610100 -1.160093 1.597837  0.076
H -4.597364 -2.492121 1.047493  0.070
H -1.654247 0.229832 -2.684176  -0.001
H -2.520141 1.236319 -1.534516  0.038
H -3.795829 -0.853689 -3.369695  0.063
H -3.953419 0.885130 -3.452990  0.080
H -4.676903 0.016271 -2.106241  0.070
H -4.042662 -2.378570 -2.189959  0.067
H -5.860247 -3.906783 -2.797636  0.111
H -5.900106 -6.207226 -1.889212  0.109
H -4.105091 -6.948283 -0.355045  0.110
H -2.294234 -5.419613 0.259618  0.108
I 3.177327 2.423569 -1.894529  0.222
C 0.081187 2.990817 -1.250831  -0.435
C -0.087658 4.237487 -1.835019  -0.029
C -1.121181 4.981832 -1.299987  -0.002
C -1.906521 4.487094 -0.243902  -0.004
C -1.681304 3.232043 0.263809  -0.065
N -0.685408 2.523720 -0.301587  -0.149
H 0.563425 4.597363 -2.616716  0.110
H -1.316117 5.976426 -1.679885  0.127
H -2.684704 5.098653 0.190448  0.125
H -2.244087 2.791244 1.074168  0.133

Cartesian forces (eV/Å) of the 2 atoms listed first:
0.45 1.17 -0.24
-0.09 0.19 0.20

Results
- E: -7224.41784 Eh
- Charge: +1
- Max |F|: 1.275 eV Å⁻¹